ORCA calculation (the ωB97M-V functional and the def2-TZVPD basis) on 17 unconnected molecules or ions with the total composition C21H70O17 at a distorted geometry.

The geometry in XYZ format:
```
108
Properties=species:S:1:pos:R:3:forces:R:3
C 3.267 7.388 -2.369 1.772 0.708 0.846
C 1.943 7.381 -3.051 -0.889 -0.663 -0.178
C 1.959 6.100 -3.896 1.142 -0.027 -0.015
O 3.270 5.523 -3.686 0.221 -0.312 0.417
C 3.784 5.932 -2.370 -2.102 0.181 -1.586
H 3.146 7.880 -1.403 0.308 -0.324 0.289
H 3.941 8.038 -2.927 0.336 -0.230 -0.057
H 1.787 8.286 -3.638 -0.192 -0.087 0.133
H 1.196 7.275 -2.264 -0.406 0.274 -0.296
H 1.907 6.253 -4.974 -0.232 0.091 0.077
H 1.162 5.425 -3.584 0.051 -0.246 0.000
H 4.848 5.694 -2.337 -0.087 0.494 -0.087
H 3.255 5.309 -1.649 0.087 0.090 0.466
C 3.141 -3.335 7.247 0.971 0.056 -0.031
C 1.850 -2.733 6.760 0.171 -0.721 0.231
C 2.363 -1.860 5.599 -0.403 0.526 1.268
O 3.785 -1.678 5.780 -0.958 0.022 -0.273
C 4.091 -2.135 7.091 0.235 -0.878 -0.672
H 3.450 -4.063 6.497 0.277 -0.334 0.298
H 3.124 -3.763 8.249 -0.069 -0.052 -0.094
H 1.418 -2.244 7.633 -0.317 0.631 -0.446
H 1.147 -3.487 6.406 -0.059 0.029 0.057
H 1.876 -0.897 5.752 -0.051 0.229 -0.869
H 2.133 -2.357 4.656 0.243 0.438 -0.153
H 3.926 -1.360 7.839 -0.045 0.114 0.153
H 5.145 -2.401 7.024 0.001 -0.031 0.477
C 5.644 -2.148 -0.513 -1.676 0.583 0.013
C 5.125 -3.136 -1.590 -1.241 1.138 -0.302
C 6.051 -4.294 -1.438 -0.183 0.008 0.513
O 7.195 -3.739 -0.864 2.492 0.848 0.756
C 7.090 -2.281 -0.639 0.604 -1.972 -0.870
H 5.377 -2.444 0.501 -0.373 -0.169 -0.049
H 5.345 -1.108 -0.644 -0.361 -0.052 -0.142
H 5.179 -2.695 -2.585 0.433 0.247 -0.051
H 4.067 -3.389 -1.525 -0.014 -0.100 0.469
H 6.308 -4.810 -2.364 -0.087 -0.016 -0.073
H 5.642 -4.996 -0.712 -0.090 -0.387 -0.117
H 7.448 -1.771 -1.533 0.334 0.138 0.033
H 7.650 -1.993 0.251 0.143 -0.253 -0.177
O -1.487 -2.241 -7.501 -0.300 -0.014 -0.030
H -0.824 -1.633 -7.173 0.275 0.235 0.127
H -0.993 -3.021 -7.753 0.106 -0.178 -0.068
O -3.896 0.477 2.635 0.164 0.415 0.008
H -4.312 0.010 1.911 -0.220 -0.134 -0.295
H -3.848 -0.168 3.341 0.050 -0.241 0.261
O -2.069 3.616 2.385 0.270 0.192 -0.324
H -2.266 4.188 3.127 -0.040 0.185 0.161
H -2.652 2.865 2.499 -0.223 -0.499 0.019
O 1.346 -0.024 -6.400 -0.290 -0.362 0.045
H 0.923 0.816 -6.575 -0.154 0.326 -0.094
H 2.137 0.202 -5.911 0.439 0.088 0.119
O -0.355 -5.249 -1.984 -0.110 -0.170 0.199
H -0.066 -4.338 -2.028 0.048 0.364 -0.014
H -0.039 -5.640 -2.799 0.056 -0.112 -0.192
O 4.720 1.694 3.287 0.237 0.129 0.013
H 3.913 1.971 2.853 -0.306 0.154 -0.173
H 4.543 0.798 3.574 -0.012 -0.273 0.161
O 1.578 3.448 2.023 0.339 -0.153 -0.078
H 0.659 3.413 1.758 -0.393 -0.074 -0.030
H 1.625 4.184 2.633 0.035 0.171 0.161
O -3.316 4.781 -0.868 0.003 0.229 -0.292
H -2.799 4.492 -0.116 0.202 -0.084 0.371
H -3.943 4.072 -1.015 -0.169 -0.173 -0.021
O -2.889 5.342 -5.046 0.164 0.039 -0.345
H -2.488 5.494 -4.190 0.123 0.048 0.291
H -3.722 4.913 -4.848 -0.206 -0.116 0.016
O -0.509 3.804 -7.282 0.211 -0.234 0.043
H -1.154 4.415 -6.924 -0.313 0.178 0.301
H -0.412 4.067 -8.197 0.055 0.026 -0.230
O 4.567 1.178 -5.029 -0.222 -0.288 -0.044
H 5.227 1.576 -5.598 0.138 0.084 -0.197
H 4.560 1.730 -4.248 -0.057 0.183 0.224
C -5.197 -4.447 4.977 0.941 0.033 0.252
C -3.683 -4.037 4.999 -0.308 -0.771 -2.120
C -2.846 -4.394 3.683 -1.011 -0.424 1.235
O -3.642 -2.643 5.146 0.323 0.858 0.636
H -5.374 -5.517 4.862 0.174 -0.007 -0.554
H -5.716 -3.833 4.241 -0.002 -0.292 -0.178
H -5.660 -4.238 5.941 0.200 0.349 0.156
H -3.186 -4.555 5.819 0.075 0.080 0.155
H -2.896 -5.482 3.643 0.293 -0.098 -0.377
H -1.806 -4.070 3.738 -0.022 -0.067 0.489
H -3.197 -3.990 2.733 -0.593 0.112 0.254
H -3.378 -2.465 6.051 -0.073 0.312 0.001
C -8.245 -0.864 1.300 0.052 -1.072 -1.386
C -7.554 -1.674 0.132 -1.233 1.049 -0.005
C -8.200 -1.377 -1.214 -0.826 -0.948 0.190
O -6.246 -1.259 -0.036 2.309 0.763 0.896
H -9.319 -1.004 1.182 -0.104 -0.260 0.146
H -8.122 0.210 1.165 0.545 -0.067 0.192
H -7.958 -1.248 2.279 0.178 0.363 -0.042
H -7.524 -2.742 0.345 -0.581 -0.159 0.172
H -7.681 -1.913 -2.008 0.173 -0.012 -0.014
H -8.168 -0.315 -1.457 -0.167 -0.031 0.207
H -9.210 -1.787 -1.204 -0.308 0.374 -0.234
H -5.789 -1.895 -0.591 0.062 0.030 -0.064
C -1.030 0.689 -2.329 0.280 1.004 0.746
C 0.255 -0.032 -1.963 -0.452 -0.480 0.723
C 0.229 -0.567 -0.551 -0.796 0.398 1.133
O 0.244 -1.169 -2.743 0.876 -2.162 -1.545
H -1.345 1.280 -1.469 -0.148 0.484 -0.192
H -1.820 -0.038 -2.515 0.208 -0.090 -0.040
H -0.879 1.316 -3.208 -0.216 0.094 0.020
H 1.194 0.501 -2.113 -0.129 0.573 -0.135
H -0.787 -0.867 -0.294 -0.235 -0.141 -0.153
H 0.445 0.216 0.176 0.304 0.042 0.029
H 0.835 -1.449 -0.344 0.388 0.265 -0.391
H 0.465 -0.942 -3.649 -0.063 -0.037 -0.254
```
Positions in Å, forces in eV/Å.

Calculated values
Highest occupied orbital energy (eV): -9.2
Spin multiplicity: 1
LUMO (eV): 0.1
Energy relative to the best compared isomer or geometry (same formula, charge and spin) (eV): 0.000
Energy (Ha): -2121.05505
Molar mass (g/mol): 594.77
Orbital gap (Ha): 0.342